Run A
The following is a DFT calculation (ωB97M-V/def2-TZVPD) of an isolated molecule of C4H13N3.

```
20
Properties=species:S:1:pos:R:3
H 1.9554 -0.9094 -0.0687
H -0.8467 1.5359 -0.5087
C 0.9047 1.0561 0.6984
N -1.7518 -2.5340 -0.4673
H 0.2008 0.6652 -1.4297
H 2.9619 0.4399 -0.0875
H -1.1058 -1.1564 -2.1232
H 0.5112 0.5889 1.6419
N -1.0046 -0.3608 0.1408
C -0.1600 0.6691 -0.4613
C 2.1503 0.1344 0.4479
N 1.1674 2.4648 0.8038
H -1.0795 -3.1412 -0.7281
C -1.5206 -1.1570 -1.0130
H -2.6016 -0.7804 -1.0454
H 1.5864 2.6498 -0.0256
H 1.7202 2.5810 1.5984
H 2.7955 0.0760 1.3338
H -0.5535 -0.9773 0.8410
H -2.6665 -2.7781 -0.7714
```

As for the spin multiplicity: 1. For the HOMO-LUMO gap, the calculation gives 9.62 eV. Its structure (SMILES) is C[C@@H](N)CNCN. The value obtained for the highest occupied orbital energy is -8.6 eV. The total charge is 0.

---

Run B
The following is a DFT calculation (ωB97M-V/def2-TZVPD) of an isolated molecule of C4H13N3.

```
20
Properties=species:S:1:pos:R:3
N -0.6665 -0.5570 -0.1448
H 1.9299 2.0171 -1.1922
C -0.0472 1.5164 -0.9709
H 2.7250 0.0811 0.4225
H -1.3584 -2.9955 0.4510
H -0.5040 1.0357 -1.9217
H 1.5997 -1.4424 0.3441
C 0.4739 0.4578 -0.0008
N 0.9935 2.5749 -1.1386
H 0.0312 -1.5736 1.6203
H -0.4055 -1.2650 -0.8975
C 1.7920 -0.3560 -0.0880
H -1.3869 -0.2864 1.7644
H 0.4811 0.9191 1.1056
H -0.9690 1.9128 -0.4398
C -0.9250 -1.1277 1.1794
H -2.8083 -2.0786 0.7651
N -1.8250 -2.2953 1.0624
H 2.2219 -0.3377 -1.0780
H 1.1673 3.0127 -0.1153
```

As for the spin multiplicity: 1. For the HOMO-LUMO gap, the calculation gives 9.74 eV. Its structure (SMILES) is C[C@@H](CN)NCN. The value obtained for the highest occupied orbital energy is -8.9 eV. The total charge is 0.

---

Run C
The following is a DFT calculation (ωB97M-V/def2-TZVPD) of an isolated molecule of C4H13N3.

```
20
Properties=species:S:1:pos:R:3
H 2.6839 0.5109 1.8284
H 1.3472 -0.6136 2.0177
C 1.6652 0.3126 1.5203
C -2.1296 0.5337 -0.7009
H -1.9680 0.2466 -1.7398
C 1.5464 0.1201 0.0080
H 3.4203 -0.6135 -0.2731
H 1.7249 1.0760 -0.4946
H 2.3093 -1.7457 -0.0863
H -0.9226 0.9617 0.8542
H 0.0243 -0.6068 -1.4014
H -2.8286 -0.4681 0.9493
H 1.0258 1.1415 1.8382
N -0.8152 0.8066 -0.1509
N 2.4755 -0.8564 -0.5558
H -2.6872 -1.4301 -0.3663
H -0.1219 -1.2151 0.1713
C 0.1318 -0.2729 -0.3698
H -2.7116 1.4622 -0.6931
N -2.9368 -0.4965 -0.0584
```

As for the spin multiplicity: 1. For the HOMO-LUMO gap, the calculation gives 9.88 eV. Its structure (SMILES) is C[C@@H](N)CNCN. The value obtained for the highest occupied orbital energy is -8.9 eV. The total charge is 0.

---

Stability check: which of them is least stable? run A.

---

Run A
The following is a DFT calculation (ωB97M-V/def2-TZVPD) of a cluster of 4 separate species, CH10N2O4 in total.

```
17
Properties=species:S:1:pos:R:3
H 1.4349 -0.4666 -0.6249
O -1.4373 0.6784 -0.3801
H -0.4470 -1.1557 -2.6948
O 1.4028 -1.7099 0.7910
N 0.7091 0.1343 -1.0666
H -0.5196 -1.0319 0.0784
N -1.1126 -0.8518 -2.0040
O 0.1284 2.3253 0.6908
O -0.3174 -0.4274 2.3553
H 0.9060 1.1470 -0.9896
H 0.2691 -0.9918 1.7991
H 2.2482 -2.0197 1.1378
H -1.9748 -0.4569 -2.3507
H -0.3507 2.9793 1.2049
H -0.5291 1.7289 0.2477
C -0.6073 -0.2474 -0.7230
H 0.1975 0.3657 2.5287
```

As for the spin multiplicity: 1. For the HOMO-LUMO gap, the calculation gives 4.89 eV. The value obtained for the highest occupied orbital energy is -9.8 eV. The total charge is 0.

---

Run B
The following is a DFT calculation (ωB97M-V/def2-TZVPD) of a cluster of 4 separate species, CH10N2O4 in total.

```
17
Properties=species:S:1:pos:R:3
H -17.4889 -18.5987 9.4116
H -15.2725 -14.8341 9.6528
C -16.9723 -7.4835 8.5672
O -12.0719 -14.9017 13.7539
H -11.7869 -15.8044 13.6119
H -16.9037 -18.3991 10.7935
O -14.8375 -14.1086 10.1008
H -15.3394 -13.3342 9.8468
H -17.0843 -7.2403 10.5508
N -16.8090 -6.8262 9.6717
H -12.3587 -14.6022 12.8912
H -17.1004 -7.1101 6.6208
H -17.0953 -5.8726 9.5021
O -16.8379 -18.0865 9.8912
O -17.2183 -8.6953 8.5180
N -16.8152 -6.7841 7.5332
H -16.5098 -5.8286 7.6513
```

As for the spin multiplicity: 1. For the HOMO-LUMO gap, the calculation gives 10.26 eV. Its structure (SMILES) is NC(N)=O.O.O.O. The value obtained for the highest occupied orbital energy is -9.6 eV. The total charge is 0.

---

Run C
The following is a DFT calculation (ωB97M-V/def2-TZVPD) of a cluster of 4 separate species, CH10N2O4 in total.

```
17
Properties=species:S:1:pos:R:3
N -0.1018 -1.7522 -0.6075
H 2.4296 -0.5355 -2.1291
H -0.9613 -2.2541 -0.7090
H -3.1322 0.6318 -0.9069
O 1.9710 1.5891 0.9020
H -0.0632 -1.1195 0.1674
O -3.0615 0.4421 0.0267
O -1.1246 1.1964 2.0151
C 0.8602 -1.7995 -1.6282
N 1.8623 -0.9204 -1.3988
H 2.5582 2.3455 0.9898
H -2.1413 0.3356 0.3198
H 1.7561 -0.2784 -0.6299
H -1.8706 1.7975 1.9615
H 1.1169 1.8879 1.2419
H -0.8340 1.0324 2.9159
O 0.7361 -2.5985 -2.5308
```

As for the spin multiplicity: 1. For the HOMO-LUMO gap, the calculation gives 9.93 eV. Its structure (SMILES) is NC(N)=O.O.O.O. The value obtained for the highest occupied orbital energy is -9.8 eV. The total charge is 0.

---

Stability check: which of them is least stable? run A.

---

Run A
The following is a DFT calculation (ωB97M-V/def2-TZVPD) of a cluster of 2 separate species, C5H14NS in total.

```
21
Properties=species:S:1:pos:R:3
C -1.6742 -1.5205 2.2254
H 2.0046 1.5002 -1.2033
H 0.1509 -2.6707 2.1210
H 1.7718 -0.6824 -2.3281
N 0.6932 1.7030 -2.7988
H -0.9994 1.3440 -0.6386
H -0.0690 -1.8494 3.6981
H 0.0537 2.7520 -0.3738
H 0.3978 -0.9414 2.2511
C -0.2220 -1.7667 2.6113
H -2.0408 -0.6479 2.7725
H 1.2670 -0.8167 -0.6194
C 0.9963 1.1524 -1.4611
H 0.0592 -0.7515 -1.8524
S -1.7911 -1.0492 0.4421
H 0.6149 2.7145 -2.7557
H -0.2283 1.3689 -3.0685
C 0.0168 1.6540 -0.4016
C 1.0448 -0.3603 -1.5857
H 0.2597 1.2626 0.5857
H -2.3058 -2.3948 2.3799
```

As for the spin multiplicity: 1. For the HOMO-LUMO gap, the calculation gives 6.23 eV. The value obtained for the highest occupied orbital energy is -2.3 eV. The total charge is -1.

---

Run B
The following is a DFT calculation (ωB97M-V/def2-TZVPD) of a cluster of 2 separate species, C5H14NS in total.

```
21
Properties=species:S:1:pos:R:3
H 0.7563 -1.7982 0.1202
H 2.9437 -0.5813 0.4153
H 2.6877 -0.5734 2.1584
C 2.1727 -0.5989 1.1956
H -0.5158 -1.2390 1.8262
C -0.8503 1.0601 -1.8130
C -0.3670 2.1550 -0.8455
C -2.2175 0.5236 -1.3703
H -2.8614 1.3839 -1.1477
N 0.2830 -1.7802 2.1818
S -2.1205 -0.5208 0.1322
H -0.1559 0.2141 -1.7594
H -0.8474 1.4410 -2.8413
H 1.6003 0.3245 1.1016
H 1.8682 -2.7256 1.1716
H -2.7020 -0.0372 -2.1737
H -0.4157 1.7643 0.1684
C 1.2620 -1.8195 1.0903
H -1.0860 2.9801 -0.9174
H 0.6223 2.5329 -1.1092
H -0.0568 -2.7056 2.4158
```

As for the spin multiplicity: 1. For the HOMO-LUMO gap, the calculation gives 6.62 eV. The value obtained for the highest occupied orbital energy is -2.6 eV. The total charge is -1.

---

Stability check: which of them is least stable? run A.

---

Run A
The following is a DFT calculation (ωB97M-V/def2-TZVPD) of a structure of composition C3H5O3.

```
11
Properties=species:S:1:pos:R:3
H 0.9299 -0.1619 -0.2244
C 1.8710 0.0644 1.8439
C -0.9153 -0.1914 -0.8213
O 1.2069 -0.5626 0.9377
C -2.0287 0.3325 -1.3522
O 0.3405 0.0542 -1.2149
O 2.3362 -0.3230 2.9012
H -2.9943 -0.1145 -1.1363
H -0.9234 -1.0629 -0.1508
H -2.0693 0.9087 -2.2728
H 2.2465 1.0565 1.4899
```

As for the spin multiplicity: 1. For the HOMO-LUMO gap, the calculation gives 8.66 eV. The value obtained for the highest occupied orbital energy is -4.3 eV. The total charge is -1.

---

Run B
The following is a DFT calculation (ωB97M-V/def2-TZVPD) of a cluster of 2 separate species, C3H5O3 in total.

```
11
Properties=species:S:1:pos:R:3
C 1.2525 -0.3753 0.9161
H 1.2612 0.6716 0.6149
O 1.3704 -2.0122 -0.8148
H 2.2501 -0.7432 1.1413
H 0.5028 -0.3683 1.7117
C 0.7069 -1.1857 -0.2234
O -2.5132 0.4935 -0.1341
C -1.7421 1.2622 -0.7241
H -0.3775 -1.1184 -0.3920
O -0.5076 1.4002 -0.6161
H -2.2035 1.9756 -1.4793
```

As for the spin multiplicity: 1. For the HOMO-LUMO gap, the calculation gives 8.41 eV. The value obtained for the highest occupied orbital energy is -4.3 eV. The total charge is -1.

---

Stability check: which of them is least stable? run A.

---

Run A
The following is a DFT calculation (ωB97M-V/def2-TZVPD) of a cluster of 2 separate species, C6H12N in total.

```
19
Properties=species:S:1:pos:R:3
H 0.5667 2.2658 0.4067
H -0.8026 -0.2642 1.2111
H 2.6370 1.3577 1.1828
C 1.9562 0.5707 0.8447
H 1.7645 -0.1594 1.6177
C -0.4251 0.3549 0.3719
H 0.8515 -1.5012 -0.3346
H -4.3172 -1.0529 -0.8919
C 2.4798 -0.0599 -0.4630
H 3.5409 -0.0197 -0.6574
C -3.4167 -0.4533 -0.7338
H 1.9598 0.5694 -1.1946
C 1.8736 -1.4440 -0.7015
H 2.4622 -2.0848 0.0065
H -2.9066 -0.3649 -1.7089
N -3.3234 0.2580 0.3273
C 0.5640 1.1917 0.5865
H -2.2478 0.3093 0.3422
H 1.8758 -1.8133 -1.7224
```

As for the spin multiplicity: 1. For the HOMO-LUMO gap, the calculation gives 6.71 eV. The value obtained for the highest occupied orbital energy is -14.2 eV. The total charge is +1.

---

Run B
The following is a DFT calculation (ωB97M-V/def2-TZVPD) of a cluster of 2 separate species, C6H12N in total.

```
19
Properties=species:S:1:pos:R:3
H 2.6918 0.2512 -2.5135
H 1.0777 0.5572 -1.9208
H -4.4152 0.8151 -1.0144
H -5.0195 0.2053 0.6786
H -0.3246 -0.0727 -0.5848
C 1.4784 -0.2066 0.6553
H 3.0500 -0.5035 1.9388
N -2.9482 -0.0526 0.1364
H -0.5589 0.6598 0.9809
H 2.3774 1.6764 -1.5311
H -3.5915 -0.9993 0.0171
H 3.1068 -1.0650 -0.6137
C 2.3146 -0.3317 -0.5292
H -0.4668 -1.1091 0.8072
C 1.9820 -0.2756 1.9187
C -4.2149 0.3081 -0.0674
H 1.3774 -0.3279 2.8121
C 2.1380 0.6282 -1.6377
C -0.0547 -0.1571 0.4674
```

As for the spin multiplicity: 1. For the HOMO-LUMO gap, the calculation gives 4.56 eV. The value obtained for the highest occupied orbital energy is -11.4 eV. The total charge is +1.

---

Stability check: which of them is least stable? run A.